Entry from OMol25: a structure of composition C14H16Cl3O7Pd (wB97M-V/def2-TZVPD).

Properties
Multiplicity   1
Frontier orbital gap   7.40 eV
E_tot   -70149.4655 eV
Net charge   +1

Last column: Mulliken charge in e.
Element x y z (Å)
1 Pd -1.3388 -0.2757 -0.1161  1.0316
2 O -5.3701 0.6711 -0.2687  -0.4362
3 C -4.0830 0.7955 -0.0761  0.6394
4 O -3.2802 0.0845 -0.6724  -0.5789
5 C -3.7399 1.9333 0.8497  -0.5408
6 O -2.3650 2.0479 1.0647  -0.4161
7 C -1.9538 1.6931 2.3798  -0.6296
8 C -1.9534 0.1968 2.6874  0.7185
9 O -1.9696 -0.1615 3.8352  -0.6057
10 O -1.9162 -0.6597 1.6821  -0.7587
11 H -5.5499 -0.0530 -0.8918  0.3969
12 H -4.1087 2.8376 0.3549  0.4551
13 H -4.3129 1.8128 1.7736  0.4451
14 H -0.9366 2.0691 2.4942  0.3510
15 H -2.5723 2.1848 3.1322  0.4777
16 Cl 4.1866 -3.2392 -2.7965  -0.1691
17 C 2.7566 -2.3397 -2.4793  0.3506
18 C 2.1766 -2.3623 -1.2831  -1.2858
19 C 0.8795 -1.6611 -1.0840  1.3078
20 Cl -0.3312 -2.9926 -1.0195  -0.0886
21 C 0.3853 -0.7996 -2.2454  0.2963
22 O -0.6097 -0.1012 -2.0496  -0.7344
23 C 1.1012 -0.8265 -3.4993  -0.1002
24 Cl 0.4926 0.1193 -4.7872  -0.1302
25 C 2.2315 -1.5549 -3.5918  -0.3586
26 H 2.5371 -2.9705 -0.4657  0.7404
27 H 2.7868 -1.5667 -4.5211  0.4961
28 C 1.5491 -0.0378 2.1665  -1.3866
29 C 1.7029 0.1140 0.6673  1.9734
30 C 1.2506 1.4691 0.1589  -1.4700
31 C 3.1284 -0.1625 0.2395  -2.0173
32 O 0.7060 -0.9300 0.1361  -0.3642
33 H 2.1682 0.7071 2.6670  0.4385
34 H 1.8691 -1.0280 2.4879  0.3630
35 H 0.5191 0.1012 2.4839  0.1853
36 H 1.8923 2.2349 0.5965  0.4858
37 H 0.2226 1.6942 0.4475  0.2414
38 H 1.3380 1.5507 -0.9255  0.3402
39 H 3.7456 0.5812 0.7456  0.5452
40 H 3.2838 -0.0344 -0.8316  0.3597
41 H 3.4818 -1.1415 0.5544  0.4319

Atoms 1-6, force components in eV/Å:
Pd 0.1 0.1 0.0
O 0.0 0.0 0.0
C 0.1 0.0 -0.1
O -0.1 -0.1 0.1
C 0.0 0.0 0.0
O 0.0 0.0 0.0

---

Entry from OMol25: the molecule C14H16O (wB97M-V/def2-TZVPD).

Properties
SMILES   CC1=C[C@]2(c3ccccc3)[C@@H](C)[C@@H]2CO1
Multiplicity   1
Frontier orbital gap   9.35 eV
E_tot   -16820.7119 eV
Net charge   0

Last column: Mulliken charge in e.
Element x y z (Å)
1 C -2.0838 -0.0393 -3.4297  -1.5511
2 C -1.1626 -0.3814 -2.3072  0.5971
3 C -1.2183 0.2025 -1.1379  -0.8291
4 C 0.0864 -0.0639 0.0256  1.2499
5 C -0.3628 0.0473 1.3960  0.0984
6 C -1.1768 -0.8123 2.0969  -0.3560
7 C -1.5095 -0.4714 3.3312  -0.3878
8 C -1.0602 0.6194 4.0188  -0.4828
9 C -0.1679 1.4535 3.3228  -0.7113
10 C 0.1413 1.1276 2.0585  -0.2466
11 C 1.4408 0.4840 -0.5870  -0.4022
12 C 2.7037 0.7464 0.3505  -1.7920
13 C 1.1021 -0.9606 -0.6659  -0.1936
14 C 0.7440 -1.6804 -1.9711  -1.1883
15 O -0.0007 -0.8803 -2.8703  -0.3954
16 H -2.4909 0.9027 -3.4994  0.3879
17 H -2.8726 -0.7592 -3.1970  0.3368
18 H -1.7617 -0.3336 -4.4143  0.3347
19 H -2.0430 0.7909 -0.7869  0.4520
20 H -1.6741 -1.5813 1.6787  0.5988
21 H -2.2827 -1.1052 3.8657  0.2437
22 H -1.2757 0.7693 5.1090  0.3147
23 H 0.3586 2.1954 3.7395  0.5312
24 H 0.9040 1.8452 1.4875  0.1075
25 H 1.5841 0.9745 -1.5218  0.5500
26 H 2.8724 1.8385 0.2450  0.3219
27 H 3.3829 0.0915 -0.1890  0.5484
28 H 2.4625 0.3516 1.3380  0.4142
29 H 1.7271 -1.6362 -0.1330  0.5167
30 H 1.5471 -2.0206 -2.4555  0.5812
31 H 0.1478 -2.5230 -1.6688  0.3512

Atoms 1-6, force components in eV/Å:
C -0.9 -3.4 0.4
C 1.7 2.6 -2.6
C 2.9 -1.2 4.0
C -1.5 0.5 -6.0
C 1.2 -0.1 -0.3
C 1.3 1.9 -1.6

---

Entry from OMol25: a cluster of 2 separate species, C14H16O in total (wB97M-V/def2-TZVPD).

Properties
SMILES   Cc1ccc(O)cc1.Cc1ccccc1
Multiplicity   1
Frontier orbital gap   9.13 eV
E_tot   -16823.6745 eV
Net charge   0

Last column: Mulliken charge in e.
Element x y z (Å)
1 C -0.6448 -3.4615 2.0961  -1.3491
2 C 0.2859 -2.6517 1.2553  0.4402
3 C 0.6396 -1.3256 1.6748  -0.4602
4 C 1.5609 -0.6057 0.9707  -0.2782
5 C 2.0120 -1.0174 -0.3260  0.6895
6 O 2.9401 -0.3485 -1.0392  -0.5660
7 C 1.5798 -2.2197 -0.8115  -0.6400
8 C 0.6273 -2.9416 -0.0439  -0.4866
9 H -1.0447 -4.3941 1.6687  0.3589
10 H -1.4990 -2.9261 2.4737  0.3150
11 H -0.0637 -3.8006 2.9563  0.3128
12 H 0.3142 -0.8892 2.6436  0.3739
13 H 1.7070 0.4639 1.1789  0.2011
14 H 3.0198 0.5985 -0.9088  0.3654
15 H 1.8824 -2.7435 -1.7121  0.3994
16 H 0.3091 -3.8743 -0.4858  0.3286
17 C -2.1765 0.6701 0.3041  -1.0713
18 C -1.2477 1.7064 -0.2482  0.9945
19 C -0.3629 1.2185 -1.2609  -0.1864
20 C 0.4799 2.1265 -1.8946  -0.6608
21 C 0.3382 3.4909 -1.7866  -0.5974
22 C -0.5094 3.9610 -0.7951  -0.3762
23 C -1.3319 3.0871 -0.0942  -0.4884
24 H -2.9671 1.4030 0.5845  0.3719
25 H -1.7305 0.0977 1.1200  0.1134
26 H -2.4946 -0.1198 -0.3661  0.2839
27 H -0.4263 0.1836 -1.6207  0.2722
28 H 0.8902 1.7014 -2.8288  0.3725
29 H 0.6952 4.1447 -2.5429  0.3977
30 H -0.5555 5.0518 -0.5855  0.3096
31 H -2.2271 3.4141 0.4238  0.2601

Atoms 1-6, force components in eV/Å:
C 0.4 -1.2 0.4
C -1.1 2.2 -0.5
C 0.5 -1.1 1.1
C -0.3 1.5 -2.1
C 0.1 -0.1 1.3
O 0.6 0.0 -0.8

---

Entry from OMol25: a cluster of 2 separate species, C14H16O2 in total (wB97M-V/def2-TZVPD).

Properties
SMILES   Cc1ccc(O)cc1.Cc1ccc(O)cc1
Multiplicity   1
Frontier orbital gap   9.12 eV
E_tot   -18870.2282 eV
Net charge   0

Last column: Mulliken charge in e.
Element x y z (Å)
1 C -1.7376 1.0368 5.3395  -1.3660
2 C -0.8864 0.4320 4.3201  0.3175
3 C -0.5838 1.1324 3.1760  -0.7291
4 C -0.1213 0.5871 1.9879  -0.3851
5 C 0.2948 -0.7042 2.0259  0.7455
6 O 0.8710 -1.3175 0.9661  -0.6443
7 C 0.2119 -1.4452 3.2578  -0.6559
8 C -0.5345 -0.8886 4.2732  -0.3799
9 H -1.7788 0.6776 6.3806  0.3747
10 H -2.8092 1.0020 4.9270  0.2357
11 H -1.5186 2.0733 5.6938  0.3430
12 H -0.8418 2.1583 3.1751  0.3883
13 H -0.0462 1.1492 1.0904  0.6448
14 H 0.2408 -1.6651 0.3351  0.3380
15 H 0.7679 -2.3470 3.4467  0.4028
16 H -0.8153 -1.5362 5.0955  0.3512
17 C -0.1933 -0.2921 -5.7643  -1.1496
18 C 0.2960 -0.1975 -4.4286  0.7901
19 C 1.2706 0.7685 -4.1263  -0.5383
20 C 1.6078 1.0738 -2.8067  -0.5461
21 C 1.0687 0.3275 -1.7536  1.0050
22 O 1.3855 0.8554 -0.5568  -0.6307
23 C 0.2595 -0.7278 -2.0763  -0.4390
24 C -0.1508 -0.9825 -3.3821  -1.1039
25 H -1.0858 -1.0590 -5.6350  0.2734
26 H 0.5737 -0.7022 -6.6478  0.2195
27 H -0.7278 0.4902 -6.2317  0.3245
28 H 1.8306 1.3409 -4.8119  0.3980
29 H 2.3776 1.7805 -2.6549  0.4173
30 H 1.5747 0.2105 0.2104  0.5026
31 H 0.0537 -1.4825 -1.3476  0.1528
32 H -0.8535 -1.7487 -3.4776  0.3433

Atoms 1-6, force components in eV/Å:
C -2.5 1.5 1.8
C 0.4 0.0 -1.2
C -0.5 0.8 -0.4
C -0.1 0.1 1.0
C -0.1 -1.9 2.7
O 1.3 -0.6 -0.8

---

Entry from OMol25: the molecule C14H16Si (wB97M-V/def2-TZVPD).

Properties
SMILES   C[Si]1(C)/C=C/C=C\C=C\c2ccccc21
Multiplicity   1
Frontier orbital gap   9.18 eV
E_tot   -22653.8101 eV
Net charge   0

Last column: Mulliken charge in e.
Element x y z (Å)
1 C 0.4259 2.4178 1.7478  -1.1641
2 Si -0.0500 1.5743 0.1011  0.0913
3 C 0.3714 2.6756 -1.4005  -1.1605
4 C -1.9053 1.1923 0.1433  -0.3646
5 C -2.3589 0.2074 -0.6350  -0.2147
6 C -3.4141 -0.7696 -0.3142  -0.5552
7 C -3.0090 -2.0109 -0.0345  -0.4849
8 C -1.5600 -2.2742 -0.0953  -0.5599
9 C -0.7077 -1.5911 0.6660  -0.4976
10 C 0.6962 -1.3231 0.3396  0.8836
11 C 1.6224 -2.3555 0.2713  -0.4626
12 C 2.9289 -2.1122 -0.1090  -0.5177
13 C 3.3060 -0.8239 -0.4432  -0.7994
14 C 2.3834 0.2052 -0.3758  -0.3371
15 C 1.0638 -0.0011 0.0234  0.2222
16 H 1.5038 2.5132 1.8323  0.3581
17 H -0.0035 3.4111 1.8315  0.3582
18 H 0.0837 1.8420 2.6035  0.3382
19 H 1.3536 3.1257 -1.2988  0.3378
20 H 0.3627 2.1022 -2.3223  0.3565
21 H -0.3417 3.4878 -1.5051  0.3821
22 H -2.4702 1.4431 1.0333  0.3623
23 H -1.7796 -0.0600 -1.5133  0.3617
24 H -4.4544 -0.4801 -0.2917  0.4117
25 H -3.6979 -2.8139 0.1881  0.4105
26 H -1.2103 -2.8934 -0.9148  0.3277
27 H -1.1087 -1.0033 1.4823  0.4335
28 H 1.3017 -3.3534 0.5354  0.4265
29 H 3.6454 -2.9203 -0.1445  0.3864
30 H 4.3191 -0.6128 -0.7556  0.3923
31 H 2.7033 1.2013 -0.6451  0.2777

Atoms 1-6, force components in eV/Å:
C -0.3 -0.2 -0.6
Si 0.1 0.5 0.0
C 0.0 -0.4 0.6
C 0.5 -0.1 -0.1
C 0.2 0.6 -0.1
C -0.2 -0.1 0.1

---

Entry from OMol25: a structure of composition C14H17AuNO10P2S (wB97M-V/def2-TZVPD).

Properties
Multiplicity   3
Frontier orbital gap (spin up / spin down)   8.66 / 5.63 eV
E_tot   -69856.6908 eV
Net charge   +1

Last column: Mulliken charge in e.
Element x y z (Å)
1 Au 0.4283 -1.1208 -0.1968  1.2311
2 C -4.1370 -3.0459 -1.9919  -1.7866
3 C -2.6863 -2.8910 -1.5540  0.9579
4 O -2.0504 -4.1545 -1.6588  -0.5803
5 P -1.8227 -1.6737 -2.5913  0.9262
6 O -2.6133 -0.3276 -2.4332  -0.5614
7 O -2.0364 -2.0870 -4.0911  -0.5134
8 O -0.3496 -1.6121 -2.2542  -0.8253
9 P -2.5327 -2.2490 0.1608  1.2276
10 O -3.3983 -3.2075 1.0875  -0.5677
11 O -2.9668 -0.8227 0.2191  -0.8548
12 O -1.0642 -2.5384 0.5298  -1.0646
13 H -4.1835 -3.4422 -3.0051  0.4368
14 H -4.6580 -2.0902 -1.9610  0.3828
15 H -4.6319 -3.7513 -1.3253  0.4508
16 H -1.1594 -4.0764 -1.2886  0.4102
17 H -2.7322 -0.1037 -1.4781  0.4133
18 H -1.3256 -1.8360 -4.6939  0.3645
19 H -4.2554 -2.8220 1.3084  0.3754
20 O -0.5307 0.7207 -0.4338  0.0651
21 S -0.0591 1.9936 0.2985  0.0010
22 C 1.4339 2.5323 -0.4634  0.9412
23 C 2.1618 1.6936 -1.2966  -0.4415
24 C 3.3128 2.1855 -1.8903  -0.7927
25 C 3.7168 3.4932 -1.6501  -0.5650
26 C 2.9644 4.3262 -0.8348  -0.5370
27 C 1.8010 3.8533 -0.2451  -0.4744
28 C 0.4601 1.3900 1.8918  0.9195
29 C -0.2786 0.3370 2.4236  -0.5770
30 C 0.1026 -0.1714 3.6605  -0.5439
31 C 1.1620 0.3953 4.3526  -0.6768
32 C 1.8456 1.4857 3.8262  -0.4297
33 C 1.5015 1.9946 2.5842  -0.9451
34 H 1.8143 0.6918 -1.5257  0.4267
35 H 3.8899 1.5517 -2.5495  0.4448
36 H 4.6127 3.8723 -2.1219  0.4190
37 H 3.2699 5.3502 -0.6714  0.4283
38 H 1.1901 4.5063 0.3659  0.5177
39 H -1.1650 -0.0332 1.9218  0.7368
40 H -0.4503 -0.9994 4.0827  0.4683
41 H 1.4469 0.0004 5.3181  0.4269
42 H 2.6563 1.9377 4.3810  0.4140
43 H 2.0496 2.8265 2.1653  0.3555
44 O 3.4187 0.3323 1.4262  -0.2105
45 N 3.3314 -0.8343 1.3363  0.6633
46 O 2.5169 -1.5796 0.8657  -0.4568

Atoms 1-6, force components in eV/Å:
Au -0.7 -0.3 -0.5
C 0.0 0.0 0.0
C -0.1 -0.2 -0.2
O 0.1 0.1 -0.1
P -0.4 0.1 0.1
O 0.3 0.1 -0.1